No. 1
# C22H34Cl4IrN3O6

A molecular structure, C22H34Cl4IrN3O6 at a distorted geometry (ωB97M-V/def2-TZVPD, OMol25).

Properties
- DFT total energy: -3419.36503 a.u.
- Multiplicity: 5
- Maximum force: 4.3 eV/A
- ⟨S²⟩: 6.0185
- Net charge: 0

CARTESIAN COORDINATES (ANGSTROEM)
1 O -1.29988 0.76187 -0.17059
2 C -1.45667 1.23531 -1.44027
3 C -2.37361 0.33637 -2.26384
4 C -2.45191 -1.03268 -2.03365
5 H -1.77021 -1.48273 -1.31021
6 C -3.37249 -1.81453 -2.74194
7 H -3.45917 -2.87902 -2.50972
8 C -4.14892 -1.24172 -3.75177
9 H -4.84972 -1.85251 -4.32543
10 C -4.03442 0.13148 -4.02100
11 H -4.61280 0.58877 -4.81975
12 C -3.17032 0.91498 -3.25497
13 H -3.08140 1.98931 -3.43693
14 H -1.94110 2.23416 -1.42222
15 C 0.53921 2.86512 -1.76154
16 C 0.01847 1.47857 -2.02726
17 H 0.84878 3.32412 -2.71023
18 H 1.40594 2.86101 -1.08705
19 H -0.25097 3.46935 -1.30580
20 C 0.38368 0.70760 -3.07068
21 C 1.44831 1.05725 -4.05846
22 H -0.14759 -0.23747 -3.24781
23 H 0.95490 1.26753 -5.02425
24 H 2.12761 0.20630 -4.21137
25 H 2.03227 1.94317 -3.76855
26 Ir 0.78489 0.20841 0.26126
27 Cl 2.66084 0.67799 -1.03151
28 C 3.19459 -1.33477 1.10538
29 O 2.35165 -0.46687 1.52101
30 N 4.18564 -1.76316 1.86347
31 C 4.52077 -1.16391 3.14887
32 C 5.16795 -2.71443 1.35704
33 H 3.16958 -1.76820 0.09330
34 H 3.72848 -0.50112 3.49959
35 H 5.46571 -0.61608 3.05199
36 H 4.68411 -1.97972 3.85756
37 H 4.74101 -3.25589 0.50707
38 H 5.42879 -3.41249 2.15878
39 H 6.07770 -2.18529 1.04000
40 H -4.56549 -1.74424 2.04169
41 H -2.81748 -2.95033 3.23492
42 C -3.86464 -1.47706 1.23671
43 C -2.10103 -2.74545 2.42721
44 N -2.49539 -1.51256 1.74456
45 H -4.08143 -0.47128 0.86474
46 C -1.74473 -0.41247 1.80156
47 O -0.47323 -0.46020 1.88053
48 H -1.09030 -2.64323 2.82943
49 H -2.31388 0.53478 1.83489
50 H -3.98271 -2.20364 0.41854
51 H -2.13442 -3.58130 1.72046
52 H 2.14545 4.29162 3.29626
53 H -0.47828 4.83044 3.97453
54 C 1.70394 4.39668 2.29603
55 C -0.69992 4.67407 2.91041
56 N 0.34261 3.87276 2.28643
57 H 2.32473 3.87182 1.56346
58 C 0.08860 2.65987 1.81710
59 O 1.02980 2.00257 1.25057
60 H -1.65521 4.14866 2.80190
61 H -0.93476 2.27229 1.94505
62 H 1.65724 5.46386 2.06650
63 H -0.75201 5.65227 2.41599
64 Cl 1.99346 -4.79463 -1.02259
65 C 0.38187 -4.06730 -0.79351
66 Cl -0.34749 -3.67949 -2.36488
67 Cl -0.67816 -5.16212 0.10983
68 C 0.61878 -2.76641 0.07933
69 O 0.97736 -2.91349 1.24515
70 O 0.44701 -1.64256 -0.57136

No. 2
# C10H30AgO6

A molecular structure, C10H30AgO6 at a distorted geometry (ωB97M-V/def2-TZVPD, OMol25).

Properties
- Multiplicity: 2
- Maximum force: 1.7 eV/A
- ⟨S²⟩: 0.7564
- Net charge: 0
- Energy relative to the best compared isomer or geometry (same formula, charge and spin): 17.3 kJ/mol

CARTESIAN COORDINATES (ANGSTROEM)
1 Ag 50.24224 -3.21284 -14.39707
2 C 52.45963 -6.14990 -12.98635
3 C 51.23632 -6.33401 -13.90704
4 C 50.63894 -7.72197 -13.72760
5 O 50.30198 -5.35137 -13.77730
6 H 52.19135 -6.35113 -11.93807
7 H 52.84157 -5.12814 -13.04433
8 H 53.26808 -6.84983 -13.22051
9 H 51.67123 -6.33860 -14.94457
10 H 50.14402 -7.78500 -12.75333
11 H 51.42592 -8.47915 -13.76677
12 H 49.89598 -7.90142 -14.50442
13 C 51.16273 0.03260 -16.24066
14 C 49.75573 -0.15880 -15.67877
15 C 48.72731 -0.34889 -16.79735
16 O 49.71941 -1.11402 -14.70319
17 H 51.84076 0.57681 -15.58146
18 H 51.17658 0.56818 -17.19855
19 H 51.62241 -0.94089 -16.45210
20 H 49.50108 0.77434 -15.13408
21 H 49.03876 -1.17093 -17.44272
22 H 48.64764 0.56892 -17.38281
23 H 47.74550 -0.58696 -16.38984
24 C 46.92630 -3.68750 -13.42198
25 O 48.02099 -3.99757 -14.26814
26 H 46.01918 -4.21856 -13.71919
27 H 47.15561 -3.90704 -12.37462
28 H 46.74711 -2.61549 -13.48757
29 H 48.17257 -4.95316 -14.23072
30 C 53.52531 -2.31235 -14.60610
31 O 52.39057 -2.67192 -13.81980
32 H 53.87394 -1.30154 -14.37701
33 H 54.35597 -3.00558 -14.44470
34 H 53.24407 -2.34173 -15.65485
35 H 52.67442 -2.73694 -12.90363
36 C 50.31371 -2.49542 -10.77697
37 O 49.84416 -3.20740 -11.89622
38 H 51.40674 -2.56784 -10.66958
39 H 50.08254 -1.44227 -10.93193
40 H 49.86028 -2.84983 -9.84904
41 H 49.72493 -4.13875 -11.67869
42 C 50.11966 -3.55140 -17.71679
43 O 50.84946 -3.98434 -16.56717
44 H 50.08574 -4.35350 -18.45708
45 H 49.11849 -3.31711 -17.37383
46 H 50.59142 -2.67654 -18.16775
47 H 51.77173 -4.08630 -16.81835

No. 3
# C4H3OP

C4H3OP in the gas phase at a distorted geometry (ωB97M-V/def2-TZVPD, OMol25).

Properties
- SMILES: C#C/P=C/C=O
- Maximum force: 4.5 eV/A
- Net charge: 0
- Energy relative to the best compared isomer or geometry (same formula, charge and spin): 377.8 kJ/mol

CARTESIAN COORDINATES (ANGSTROEM)
1 C -1.55007 1.64791 -2.20587
2 C -1.03450 0.74748 -1.57921
3 P -0.34844 -0.80068 -1.06040
4 C 0.36765 -0.20833 0.95696
5 C 1.18459 -1.23862 1.53731
6 O 1.93557 -1.03815 2.47270
7 H -2.12392 2.38546 -2.55683
8 H 0.33132 0.72202 1.50276
9 H 1.23779 -2.21709 0.93257

No. 4
# CH4NO4P

CH4NO4P in the gas phase at a distorted geometry (ωB97M-V/def2-TZVPD, OMol25).

Properties
- SMILES: O=NO[P@@H](=O)CO
- Maximum force: 3.2 eV/A
- Net charge: 0
- Energy relative to the best compared isomer or geometry (same formula, charge and spin): 550.4 kJ/mol

CARTESIAN COORDINATES (ANGSTROEM)
1 O -2.69009 -0.93097 -0.20682
2 N -2.35832 0.17280 -0.11781
3 O -1.18881 0.50814 -1.05680
4 P -0.05141 0.88643 0.05957
5 O -0.75333 0.75028 1.34940
6 C 1.41670 -0.18482 -0.22510
7 O 0.87736 -1.49573 0.11282
8 H 0.39637 2.11756 -0.00981
9 H 1.63946 -0.38168 -1.34397
10 H 2.21909 0.12523 0.46052
11 H 0.49298 -1.56725 0.97801